i | C5H9NO2 | ωB97M-V/def2-TZVPD

Each atom is followed by the atoms it is bonded to, with distances in Å.
CARTESIAN COORDINATES (ANGSTROEM)
1 O -2.35954 -1.84149 -0.00997  C6 1.274
2 O 1.82758 1.53066 0.85949  C4 1.216
3 N 0.02820 0.05623 0.42309  C4 1.404, C5 1.532, C8 1.438
4 C 1.11054 0.89433 0.11108  O2 1.216, N3 1.404, C7 1.560
5 C 0.02638 -1.39449 -0.07034  N3 1.532, C6 1.509, H14 1.090, H16 1.100
6 C -1.31468 -1.64816 -0.71330  O1 1.274, C5 1.509, H9 1.121
7 C 1.08493 1.40269 -1.36402  C4 1.560, H11 1.095, H12 1.091, H15 1.080
8 C -0.70917 0.29045 1.63469  N3 1.438, H10 1.091, H13 1.101, H17 1.107
9 H -1.34813 -1.47400 -1.82018  C6 1.121
10 H -1.45446 -0.49640 1.76343  C8 1.091
11 H 1.71864 0.81980 -2.04076  C7 1.095
12 H 0.08267 1.47655 -1.78891  C7 1.091
13 H -1.28780 1.22492 1.56846  C8 1.101
14 H 0.89963 -1.56455 -0.69995  C5 1.090
15 H 1.57382 2.35383 -1.21059  C7 1.080
16 H 0.20966 -2.02408 0.81236  C5 1.100
17 H -0.08829 0.39372 2.54543  C8 1.107

Multiplicity ... 2
LUMO energy (alpha / beta) ... 3.873 / 3.832 eV
Charge ... -1

natural (NBO) population analysis, charges in e, atoms 1 to 2: -0.784 -0.634

ii | C5H9NO2 | ωB97M-V/def2-TZVPD

Each atom is followed by the atoms it is bonded to, with distances in Å.
CARTESIAN COORDINATES (ANGSTROEM)
1 O 1.31512 0.83027 -1.30566  C7 1.234
2 O -0.68450 -1.40786 -1.28843  C6 1.200
3 N -0.27521 0.85906 0.37137  C5 1.534, C7 1.443, C8 1.534
4 C 1.25194 -0.64162 1.53737  C8 1.516, H9 1.133, H11 1.010, H12 1.062
5 C -1.79955 1.03271 0.36896  N3 1.534, H10 1.123, H14 1.042, H16 1.067
6 C -0.11409 -1.63952 -0.25804  O2 1.200, C8 1.489, H13 1.093
7 C 0.53699 1.50760 -0.62891  O1 1.234, N3 1.443, H15 1.089
8 C -0.07483 -0.59836 0.80587  N3 1.534, C4 1.516, C6 1.489, H17 1.100
9 H 1.48461 -1.72440 1.77415  C4 1.133
10 H -2.11977 2.09928 0.22349  C5 1.123
11 H 1.98688 -0.23977 0.97323  C4 1.010
12 H 1.13563 -0.03401 2.40069  C4 1.062
13 H 0.55400 -2.49419 -0.12825  C6 1.093
14 H -2.44968 0.39135 -0.13196  C5 1.042
15 H 0.34316 2.54834 -0.88335  C7 1.089
16 H -2.01298 0.88640 1.40453  C5 1.067
17 H -0.84308 -0.79052 1.56910  C8 1.100

Multiplicity ... 2
LUMO energy (alpha / beta) ... 4.106 / 3.932 eV
Charge ... -1

natural (NBO) population analysis, charges in e, atoms 1 to 2: -0.585 -0.738

Most stable pick: i. Distance to second place: 1.226 eV.